# 1
{"formula": "C21H38F3N2O7", "method": "wB97M-V/def2-TZVPD", "elements": ["C", "C", "C", "C", "C", "C", "C", "C", "C", "C", "O", "N", "O", "N", "C", "O", "C", "F", "F", "F", "C", "O", "O", "H", "H", "H", "H", "H", "H", "H", "H", "H", "H", "H", "H", "H", "H", "H", "H", "H", "H", "H", "H", "H", "H", "C", "C", "C", "O", "C", "H", "H", "H", "H", "H", "H", "H", "H", "C", "C", "C", "O", "C", "H", "H", "H", "H", "H", "H", "H", "H"], "xyz": [[2.99953, -0.44109, -1.62981], [3.58078, -1.58416, -2.46040], [3.92081, -2.83307, -1.62474], [3.12797, -4.07029, -2.08228], [1.64717, -3.86642, -1.81799], [0.76160, -5.09398, -2.04879], [-0.61361, -4.91494, -1.35718], [-1.66031, -4.22574, -2.24912], [-1.80025, -2.66903, -2.09299], [-3.28092, -2.32521, -2.21338], [-3.52524, -0.94066, -2.47017], [-3.43811, -0.20896, -1.26799], [-2.76710, 0.73566, -1.38961], [-1.21177, -2.09426, -0.89186], [-1.90365, -2.35701, 0.33559], [-1.04823, -2.09672, 1.46446], [-0.84272, -0.80742, 1.76761], [-1.98500, -0.11570, 1.91723], [-0.09767, -0.14613, 0.88320], [-0.19708, -0.76741, 2.94015], [-1.09338, -2.03000, -3.35102], [-1.62720, -2.31451, -4.43771], [-0.06713, -1.37086, -3.14269], [2.86176, 0.45119, -2.24062], [2.02131, -0.71188, -1.22952], [3.65042, -0.19028, -0.78706], [2.84124, -1.82380, -3.22521], [4.47955, -1.21262, -2.95914], [4.99124, -3.04766, -1.64977], [3.64756, -2.65676, -0.57984], [3.33794, -4.23548, -3.14330], [3.50556, -4.94452, -1.54112], [1.24694, -3.05965, -2.43572], [1.53688, -3.57158, -0.76784], [0.55114, -5.21934, -3.11168], [1.22289, -6.00748, -1.66440], [-0.98675, -5.92072, -1.13639], [-0.47598, -4.43629, -0.38801], [-2.63967, -4.70792, -2.16533], [-1.36216, -4.38052, -3.28503], [-3.87129, -2.68433, -1.36078], [-3.64373, -2.85644, -3.08976], [-0.22642, -2.29386, -0.81438], [-2.83527, -1.80200, 0.42315], [-2.15958, -3.42236, 0.44928], [-1.52540, 4.76727, -1.14650], [-1.35828, 3.52746, -0.27542], [-0.07901, 3.85079, 0.47820], [-0.03734, 5.28194, 0.62280], [-1.03547, 5.86806, -0.21607], [-2.54608, 4.92792, -1.49074], [-0.87745, 4.69674, -2.02271], [-2.19577, 3.44301, 0.42160], [-1.29141, 2.60036, -0.83739], [0.80567, 3.53936, -0.08536], [-0.04230, 3.38784, 1.46548], [-1.84827, 6.24070, 0.41909], [-0.59931, 6.71416, -0.75026], [-0.42512, 3.99136, 4.69674], [0.96367, 4.42171, 4.23543], [1.46404, 5.20183, 5.44229], [0.85228, 4.60779, 6.59144], [-0.18562, 3.71599, 6.17539], [-0.81755, 3.12648, 4.16391], [-1.13088, 4.81625, 4.57426], [1.58998, 3.54179, 4.07061], [0.95920, 5.01198, 3.31978], [1.15517, 6.25189, 5.39008], [2.54846, 5.16618, 5.55403], [0.15543, 2.68733, 6.33515], [-1.07070, 3.88593, 6.79017]], "forces_ev_per_angstrom": [[-0.024, -0.065, 0.088], [0.065, 0.310, 0.287], [-0.385, -0.206, -0.243], [0.453, 0.382, 0.119], [-0.145, -0.546, -0.213], [-0.498, 0.505, 0.490], [-0.068, -0.748, -0.478], [0.155, 0.362, 0.249], [0.239, 0.153, -0.305], [-0.269, -0.604, -0.146], [0.332, 0.298, 0.153], [0.371, -0.475, 0.097], [-0.459, 0.365, -0.189], [-0.766, 0.400, 0.381], [0.168, -1.065, -0.265], [-0.093, 0.236, -0.119], [0.078, -0.165, 0.147], [-0.166, 0.090, -0.034], [0.086, 0.099, -0.131], [0.070, 0.000, 0.155], [0.030, -0.059, -0.328], [-0.280, -0.208, -0.136], [0.542, 0.220, 0.304], [-0.037, 0.028, 0.014], [-0.042, -0.008, -0.048], [0.051, 0.025, -0.031], [0.093, -0.072, -0.123], [-0.003, -0.109, -0.129], [0.035, 0.038, -0.001], [0.138, 0.081, 0.066], [-0.155, -0.096, -0.059], [-0.124, -0.093, 0.001], [0.090, 0.208, 0.135], [0.048, 0.051, 0.047], [0.292, -0.189, -0.096], [0.191, 0.039, -0.036], [-0.068, 0.029, 0.041], [-0.022, 0.096, 0.020], [-0.006, -0.024, 0.292], [-0.194, -0.041, -0.085], [0.006, 0.224, 0.124], [0.005, 0.191, -0.124], [0.096, 0.111, -0.184], [0.111, 0.247, 0.036], [0.013, 0.023, 0.253], [0.106, 0.000, -0.055], [-0.048, -0.001, 0.077], [0.120, 0.049, -0.059], [-0.084, -0.105, -0.019], [-0.047, 0.035, 0.107], [-0.012, -0.004, 0.018], [-0.007, 0.007, -0.008], [0.007, -0.028, -0.007], [0.009, 0.000, -0.002], [-0.021, -0.075, 0.008], [0.034, 0.062, 0.027], [-0.029, 0.021, -0.053], [0.038, 0.012, 0.041], [-0.049, 0.110, 0.014], [0.093, -0.085, -0.071], [-0.121, 0.079, 0.008], [-0.007, 0.008, -0.023], [0.079, -0.100, -0.022], [0.024, -0.018, 0.002], [-0.008, -0.008, 0.000], [0.003, 0.004, -0.003], [-0.040, 0.001, -0.003], [0.036, 0.010, -0.047], [-0.003, -0.019, 0.057], [-0.055, -0.020, -0.021], [0.029, 0.031, 0.038]], "mulliken_charge": [-1.046, -0.343, -0.801, -0.967, 0.726, -1.159, -0.929, -1.259, 1.501, -1.439, -0.199, 0.074, -0.261, 0.336, -0.937, -0.396, 0.997, -0.288, -0.202, -0.315, 0.064, -0.804, -0.594, 0.389, -0.002, 0.418, 0.291, 0.409, 0.372, 0.373, 0.340, 0.407, -0.453, 0.214, 0.386, 0.375, 0.369, 0.482, 0.452, 0.441, 0.528, 0.512, 0.126, 0.522, 0.268, -0.643, -0.319, -0.070, -0.417, -0.452, 0.355, 0.288, 0.224, 0.231, 0.268, 0.018, 0.261, 0.272, -0.407, -0.338, -0.483, -0.395, -0.448, 0.305, 0.242, 0.230, 0.219, 0.269, 0.281, 0.253, 0.284], "spin_multiplicity": 1, "energy_ev": -47857.421, "homo_ev": -4.93, "gap_ev": 7.47, "e_lumo_ev": 2.54, "charge": -1}

---

# 2
{"formula": "C12H26AlBBrCaClF4INO14P3S", "method": "wB97M-V/def2-TZVPD", "elements": ["C", "C", "O", "C", "C", "O", "C", "C", "I", "O", "C", "P", "O", "Br", "N", "C", "P", "O", "O", "O", "P", "O", "O", "H", "H", "H", "H", "H", "H", "H", "H", "H", "H", "H", "H", "H", "H", "H", "H", "H", "H", "H", "H", "B", "O", "C", "O", "C", "O", "O", "F", "F", "Ca", "C", "S", "O", "C", "H", "H", "H", "H", "H", "H", "F", "Al", "Cl", "F"], "xyz": [[2.98449, -0.90026, 3.46671], [3.44842, 0.07175, 2.31249], [2.46855, 1.09925, 2.22001], [2.30800, 1.60259, 0.89726], [0.82346, 1.98910, 0.59673], [0.14701, 1.03003, -0.22527], [-0.69894, 0.16975, 0.54453], [-2.15574, 0.71569, 0.67325], [-2.78184, 1.85736, -1.07615], [-3.07231, -0.26967, 1.05402], [-4.27340, 0.28600, 1.57355], [-4.36144, 0.01862, 3.45540], [-3.79976, -1.56262, 3.59791], [-6.58611, 0.10749, 3.94323], [-0.61161, -1.22344, 0.10599], [0.79986, -1.66652, 0.13018], [0.85008, -3.39622, 0.80029], [-0.10472, -4.24523, 0.07703], [2.38219, -3.97971, 0.60654], [0.54156, -3.28965, 2.41924], [-1.44363, -1.48861, -1.40922], [-0.38824, -1.39424, -2.71734], [-2.28438, -2.90823, -1.41993], [3.31231, -1.92392, 3.19038], [3.43989, -0.64698, 4.43890], [1.88120, -0.86673, 3.54677], [3.54036, -0.54962, 1.39739], [4.45217, 0.44667, 2.61055], [2.71420, 0.92938, 0.10985], [2.88957, 2.55413, 0.82805], [0.26518, 2.26282, 1.51637], [0.88395, 2.92295, -0.00954], [-0.28285, 0.19434, 1.58116], [-2.12791, 1.45768, 1.49786], [-4.34928, 1.38861, 1.44809], [-5.18778, -0.17106, 1.13466], [-4.22275, -1.90676, 4.40454], [1.40540, -1.03655, 0.82450], [1.32691, -1.64095, -0.84396], [2.92865, -3.46182, 1.22780], [0.19492, -2.39444, 2.57233], [-0.85436, -1.59949, -3.54619], [-2.74402, -3.05250, -0.57409], [2.08953, -3.05210, -6.71562], [0.64991, -3.15767, -6.47644], [0.20192, -1.95841, -6.15233], [-0.92935, -1.68102, -5.88634], [1.35016, -0.99675, -6.16897], [1.28395, 0.20391, -5.91254], [2.43732, -1.61322, -6.49472], [2.40374, -3.44989, -8.07596], [2.80590, -3.84895, -5.86255], [1.42996, 2.40008, -5.38630], [-2.21581, 5.16305, 3.98740], [-2.34394, 4.70846, 2.25955], [-2.00499, 3.24845, 2.15468], [-0.89822, 5.62789, 1.69998], [-3.01902, 4.65903, 4.54657], [-1.24682, 4.85204, 4.38209], [-2.33737, 6.24046, 4.08773], [-0.01123, 5.28737, 2.23663], [-1.05831, 6.69164, 1.87296], [-0.76878, 5.44971, 0.63153], [-3.97198, 5.24200, 5.94967], [4.34817, -3.79335, -8.38797], [4.47588, -5.31239, -4.87245], [3.60033, -6.39706, -6.74357]], "forces_ev_per_angstrom": [[0.407, 0.156, -0.733], [-0.127, -1.125, 1.864], [0.198, -0.772, -1.231], [-0.276, 1.330, 0.107], [1.010, 0.770, -0.475], [-0.419, -0.313, 0.816], [-0.213, -0.117, 0.467], [0.341, -0.027, 1.282], [0.020, 0.062, -0.006], [0.328, 0.310, -0.715], [-1.578, -0.355, 0.744], [1.393, 0.498, 0.656], [-1.437, 0.714, -0.309], [0.478, -0.434, -0.655], [1.547, -0.478, -1.586], [1.036, -0.569, 1.286], [-0.619, -1.127, -0.423], [0.426, 0.279, 0.240], [-1.270, 1.572, 1.146], [0.878, 0.552, -1.753], [-3.456, 2.344, -0.149], [0.463, -1.397, 0.975], [1.752, 0.294, -0.151], [-0.267, 0.431, 0.393], [-0.344, -0.043, -0.448], [0.602, -0.078, 0.015], [-0.122, 0.694, 0.105], [-0.523, 0.117, -0.572], [-0.390, 0.108, 0.505], [-0.206, -0.519, -0.012], [0.256, -0.328, -0.435], [-0.245, -0.565, 0.291], [-0.414, -0.247, -0.505], [0.015, 0.107, -0.995], [0.189, -0.631, 0.011], [0.836, 0.109, -0.196], [0.383, -0.143, -0.189], [-0.498, -0.169, -0.475], [-0.394, -0.071, 0.359], [0.248, -0.500, -0.223], [-0.108, -0.300, 0.328], [-0.156, -0.048, 0.358], [0.324, -0.004, -0.099], [-0.578, -1.727, 1.236], [0.674, 0.886, -0.342], [-1.870, -1.346, 0.059], [0.300, 0.486, 0.158], [1.391, 0.061, -0.213], [0.161, 1.322, 0.253], [-0.443, 0.807, -0.153], [0.140, 0.426, -0.027], [-0.779, 1.343, -1.114], [-0.417, -1.252, 0.060], [0.213, -0.286, -0.240], [-0.127, 0.382, 0.386], [0.339, 0.067, -0.027], [0.182, -0.152, -0.190], [-0.177, 0.281, 0.179], [0.030, -0.042, -0.118], [-0.158, -0.042, -0.020], [-0.060, -0.018, 0.070], [-0.063, -0.036, 0.033], [-0.066, -0.011, 0.007], [-0.003, -0.096, -0.058], [0.136, -0.649, 0.124], [-0.218, -2.434, -2.029], [1.327, 1.944, 2.350]], "nbo_charge": [-0.623, -0.071, -0.542, -0.094, -0.109, -0.571, 0.216, -0.015, 0.040, -0.543, -0.410, 1.006, -0.980, -0.261, -0.767, -0.640, 2.294, -1.077, -0.946, -0.955, 1.544, -1.019, -0.969, 0.196, 0.230, 0.213, 0.151, 0.186, 0.170, 0.173, 0.241, 0.179, 0.197, 0.270, 0.230, 0.222, 0.502, 0.232, 0.238, 0.489, 0.501, 0.515, 0.529, 1.260, -0.606, 0.658, -0.492, 0.770, -0.838, -0.593, -0.607, -0.502, 1.669, -0.825, 1.253, -1.054, -0.828, 0.332, 0.218, 0.244, 0.224, 0.239, 0.215, -0.661, 0.961, 0.187, -0.398], "spin_multiplicity": 1, "energy_ev": -208959.777, "homo_ev": -8.51, "gap_ev": 0.87, "e_lumo_ev": -7.64, "charge": 1}

---

# 3
{"formula": "C23H16MgO5Sb", "method": "wB97M-V/def2-TZVPD", "elements": ["O", "C", "Mg", "O", "C", "C", "O", "C", "O", "C", "O", "H", "C", "C", "C", "C", "C", "C", "Sb", "C", "C", "C", "C", "C", "C", "C", "C", "C", "C", "C", "C", "H", "H", "H", "H", "H", "H", "H", "H", "H", "H", "H", "H", "H", "H", "H"], "xyz": [[7.84810, -2.99875, -0.12563], [6.74405, -2.82607, -0.13271], [2.55250, -0.43177, -0.13296], [3.64702, -3.58959, -0.24433], [3.27362, -2.51975, -0.20130], [2.83616, 1.85162, -0.03339], [2.97907, 2.97638, 0.00358], [3.02790, -0.21413, -2.32286], [3.31319, -0.15007, -3.42285], [3.01825, -0.38896, 2.07914], [3.27933, -0.40644, 3.18685], [4.65277, -0.11268, -0.10348], [-2.18036, 1.19766, 4.23207], [-1.49164, -0.01395, 4.10556], [-0.91861, -0.36755, 2.88038], [-1.05140, 0.50606, 1.80405], [-1.73347, 1.71103, 1.90836], [-2.30124, 2.05685, 3.13728], [-0.18066, -0.02036, -0.04065], [-1.14418, -1.83644, -0.54789], [-0.47954, -3.03684, -0.80144], [-1.23657, -4.16671, -1.12823], [-2.63245, -4.08677, -1.18583], [-3.28137, -2.87783, -0.90913], [-2.53248, -1.74146, -0.57792], [-0.36385, 1.74337, -1.24134], [-0.92668, 1.58892, -2.50226], [-1.11117, 2.72723, -3.29777], [-0.71578, 3.98535, -2.83302], [-0.13348, 4.11452, -1.57160], [0.04935, 2.97964, -0.77194], [-2.62288, 1.47286, 5.19050], [-1.39437, -0.69538, 4.95466], [-0.37168, -1.31769, 2.78026], [-1.82903, 2.38328, 1.04249], [-2.83476, 3.00702, 3.22324], [0.62170, -3.10360, -0.74946], [-0.73164, -5.11384, -1.34517], [-3.22286, -4.96807, -1.44864], [-4.37166, -2.79968, -0.94998], [-3.03658, -0.78981, -0.35368], [-1.24009, 0.59397, -2.85926], [-1.57563, 2.61936, -4.28212], [-0.86125, 4.86753, -3.45494], [0.18040, 5.09185, -1.18764], [0.48398, 3.09969, 0.23101]], "forces_ev_per_angstrom": [[0.698, -0.061, 0.005], [-0.667, 0.058, -0.003], [1.648, 0.727, 0.212], [-0.466, 1.915, 0.083], [0.482, -2.468, -0.102], [0.078, 2.116, 0.024], [0.210, -1.789, -0.003], [0.338, 0.060, -2.770], [-0.395, -0.066, 2.354], [0.361, -0.174, 2.766], [-0.356, 0.108, -2.311], [-1.098, -0.279, -0.063], [0.066, -0.040, -0.121], [0.059, -0.078, -0.123], [-0.060, 0.023, 0.396], [0.045, -0.058, -0.491], [-0.229, 0.257, 0.228], [0.013, 0.062, -0.033], [1.306, -0.288, 0.509], [-0.531, 0.907, -0.161], [0.105, -0.034, -0.120], [0.058, -0.017, 0.049], [0.012, 0.249, 0.038], [0.025, 0.153, 0.094], [-0.518, -0.618, -0.286], [-0.652, -1.123, -0.021], [-0.235, 0.373, -0.522], [0.019, -0.212, -0.083], [0.009, -0.177, 0.055], [0.122, -0.158, 0.141], [-0.062, 0.622, 0.302], [0.128, -0.089, -0.289], [-0.077, 0.305, -0.246], [-0.319, 0.454, 0.051], [0.002, -0.357, 0.505], [0.151, -0.365, 0.077], [-0.707, 0.039, -0.087], [-0.223, 0.378, 0.119], [0.251, 0.299, 0.094], [0.402, -0.154, 0.004], [0.191, -0.526, -0.127], [0.107, 0.627, 0.129], [0.202, 0.112, 0.343], [0.008, -0.231, 0.143], [-0.154, -0.401, -0.248], [-0.346, -0.082, -0.511]], "nbo_charge": [-0.474, 0.477, 1.412, -0.394, 0.410, 0.426, -0.434, 0.423, -0.401, 0.424, -0.409, -0.658, -0.192, -0.182, -0.271, -0.264, -0.269, -0.192, 0.891, -0.260, -0.268, -0.186, -0.186, -0.189, -0.257, -0.254, -0.270, -0.190, -0.192, -0.183, -0.300, 0.233, 0.230, 0.217, 0.228, 0.231, 0.202, 0.231, 0.235, 0.233, 0.223, 0.225, 0.233, 0.235, 0.233, 0.223], "spin_multiplicity": 1, "energy_ev": -46320.884, "homo_ev": -10.88, "e_above_lowest_ev": 0.000, "gap_ev": 7.06, "e_lumo_ev": -3.82, "charge": 1}

---

# 4
{"formula": "C11H15NO", "method": "wB97M-V/def2-TZVPD", "elements": ["C", "O", "C", "C", "C", "C", "C", "C", "C", "C", "C", "N", "C", "H", "H", "H", "H", "H", "H", "H", "H", "H", "H", "H", "H", "H", "H", "H"], "xyz": [[-3.19277, -1.96893, 0.02202], [-2.89130, -0.62393, 0.09802], [-1.63501, -0.10336, 0.04492], [-0.62049, -1.06681, -0.05006], [0.62167, -0.58676, -0.31890], [0.98993, 0.74472, -0.31702], [-0.08786, 1.66948, -0.15120], [-1.43698, 1.29566, 0.07209], [-2.36602, 2.40524, 0.23142], [2.42710, 0.99704, -0.61331], [3.04896, -0.35051, -0.11024], [2.91966, -0.26535, 1.44793], [1.85299, -1.36918, -0.56752], [-4.36633, -2.17992, 0.04795], [-2.77900, -2.62949, 0.84755], [-2.72754, -2.33162, -0.86671], [-0.96444, -2.08225, 0.14125], [0.25770, 2.73262, 0.02905], [-1.80952, 3.34388, 0.00248], [-2.97229, 2.42212, 1.11779], [-2.93163, 2.59487, -0.69374], [2.74699, 1.67241, 0.18887], [2.79920, 1.16969, -1.70145], [4.09356, -0.58544, -0.53406], [3.11419, -1.27133, 1.89299], [1.94625, 0.15660, 1.60489], [2.11886, -2.26279, -0.16995], [1.84415, -1.52665, -1.69507]], "forces_ev_per_angstrom": [[-1.438, -1.836, 1.061], [-1.731, 2.135, 1.068], [-0.547, -1.130, -0.002], [-1.311, 1.292, 0.191], [2.003, -1.129, 0.762], [-3.593, 1.306, -1.452], [1.928, 0.193, 1.070], [2.822, -1.185, -0.640], [-0.469, 1.889, -2.028], [1.690, -0.851, 0.585], [-1.990, -0.628, 0.453], [0.717, -1.714, -1.047], [2.168, 2.546, -2.901], [2.592, 0.981, -0.289], [-0.331, 1.002, -0.443], [-0.157, -0.750, -1.011], [0.980, 0.144, -0.423], [-0.896, -1.070, -0.570], [0.137, -0.382, 1.533], [-0.279, 0.156, 0.223], [-1.022, -1.072, 0.340], [0.528, 0.887, -1.041], [-1.038, 0.243, 1.917], [-1.628, 0.284, 1.112], [-1.215, 3.069, -1.205], [1.860, -1.575, 0.164], [-0.228, -2.941, 1.598], [0.448, 0.136, 0.974]], "nbo_charge": [-0.251, -0.524, 0.406, -0.320, -0.003, -0.087, -0.153, -0.122, -0.639, -0.455, -0.016, -0.888, -0.441, 0.206, 0.166, 0.177, 0.225, 0.206, 0.225, 0.228, 0.227, 0.233, 0.229, 0.211, 0.369, 0.380, 0.210, 0.203], "spin_multiplicity": 1, "smiles": "COc1cc2c(cc1C)C[C@@H](N)C2", "energy_ev": -15185.031, "homo_ev": -8.03, "e_above_lowest_ev": 2.891, "gap_ev": 8.90, "e_lumo_ev": 0.87, "charge": 0}